1.
ORCA calculation (wB97M-V/def2-TZVPD) on a structure of composition C44H44N4O10S2Se2Ta.

```
107
Properties=species:S:1:pos:R:3:forces:R:3:mulliken_charge:R:1
Ta -0.3744 -0.7486 -0.5904 2.4 2.5 -1.1 -0.31
O -5.0943 -2.0016 -3.8598 0.1 0.1 -0.1 -0.50
C -4.2025 -1.3054 -4.7382 -0.2 -0.1 0.1 -1.55
C -2.9164 -0.9170 -4.0080 0.0 0.0 0.2 2.46
C -1.9723 -0.4073 -5.1228 0.1 0.2 0.1 -1.25
O -1.1185 0.6647 -4.7901 0.0 -0.2 -0.2 -0.53
C -3.2997 0.1339 -2.9649 0.1 -0.1 -0.1 -1.64
Se -1.9819 0.9355 -1.7593 -0.2 0.3 -0.2 -0.46
C -2.3692 -2.1825 -3.3451 0.0 0.0 0.1 -1.15
Se -0.5002 -2.1244 -2.8201 -0.1 0.0 0.0 -0.40
H -5.8565 -2.2858 -4.3701 0.0 0.0 0.0 0.32
H -4.6818 -0.3966 -5.1185 0.0 0.0 0.0 0.43
H -3.9401 -1.9429 -5.5925 0.0 0.0 0.0 0.50
H -2.5760 -0.0344 -5.9573 0.0 0.0 0.0 0.52
H -1.3972 -1.2704 -5.4779 0.0 0.0 -0.1 0.22
H -0.5076 0.3758 -4.0929 -0.1 0.0 0.1 0.12
H -4.0720 -0.2958 -2.3319 -0.1 0.0 0.0 0.63
H -3.7012 1.0159 -3.4669 -0.1 0.0 0.0 0.50
H -2.4464 -3.0227 -4.0379 0.0 0.0 0.0 0.60
H -2.9443 -2.4277 -2.4547 -0.1 0.0 -0.1 0.29
C 2.9731 -6.4435 -0.9868 0.0 0.1 0.1 -0.76
O 3.5929 -5.8839 0.1645 -0.1 -0.2 -0.1 -0.48
C 3.2412 -4.6166 0.4934 0.0 0.1 -0.1 1.31
C 3.8411 -4.0957 1.6484 0.0 0.0 0.1 -1.10
C 3.5337 -2.8130 2.0327 0.1 0.0 0.0 -1.12
C 2.6511 -2.0099 1.2979 -0.1 0.3 0.3 0.67
C 2.3072 -0.6397 1.7147 0.2 -0.1 -0.3 0.77
C 2.8267 -0.1029 3.0261 0.1 0.0 0.0 -2.29
O 1.6221 0.1053 1.0232 -0.2 -0.1 0.2 0.23
C 2.0544 -2.5578 0.1566 -0.1 0.3 -0.2 -0.96
O 1.2012 -1.8674 -0.5711 0.5 -0.9 0.1 1.33
C 2.3577 -3.8576 -0.2461 -0.1 -0.2 -0.1 -0.21
H 3.3371 -7.4632 -1.0600 0.0 0.0 0.0 0.24
H 3.2456 -5.8922 -1.8885 0.0 0.0 0.0 0.30
H 1.8860 -6.4476 -0.8895 0.0 0.0 0.0 0.31
H 4.5230 -4.7165 2.2150 0.0 0.0 0.0 0.45
H 3.9977 -2.4103 2.9252 0.0 0.0 0.0 0.44
H 3.9049 0.0677 2.9575 0.0 0.0 0.0 0.49
H 2.6412 -0.8029 3.8428 0.0 0.0 0.0 0.44
H 2.3243 0.8399 3.2272 0.0 0.0 0.0 0.29
H 1.8404 -4.2258 -1.1206 0.0 0.0 0.0 0.34
C -6.2133 -5.5776 3.1875 0.1 0.1 0.0 -1.45
C -5.0212 -4.8172 2.6614 -0.1 0.0 0.0 1.10
C -3.7310 -5.3272 2.8158 0.0 0.0 0.1 -0.96
C -2.6338 -4.6515 2.3153 0.1 0.1 0.1 -0.51
C -2.8245 -3.4431 1.6526 -0.3 0.1 0.2 -0.42
C -4.0949 -2.9085 1.4967 0.0 0.0 0.1 -0.14
C -5.1856 -3.6007 2.0085 0.0 0.0 0.0 -1.12
S -1.4247 -2.7223 0.8637 -0.9 -1.7 0.4 1.30
O -2.0901 -1.7237 -0.0905 -0.4 -1.4 0.7 -0.12
O -0.8083 -3.8108 0.1570 0.1 0.0 0.1 -0.54
N -0.3940 -2.0341 1.7932 -0.8 0.8 -0.2 -0.05
C -0.8572 -1.0027 2.7504 0.1 -0.5 -0.5 -1.21
C -0.7649 0.4135 2.1913 0.3 -0.7 -0.7 0.85
O -0.5637 1.3572 2.9162 0.4 0.1 0.0 -0.66
O -0.9915 0.4511 0.8972 0.3 0.6 0.8 0.00
H -6.0566 -6.6544 3.1112 0.0 0.0 0.0 0.38
H -7.1174 -5.3187 2.6352 0.0 0.0 0.0 0.37
H -6.3906 -5.3434 4.2408 0.0 0.0 0.0 0.27
H -3.5885 -6.2759 3.3229 0.0 0.0 0.0 0.35
H -1.6324 -5.0574 2.4072 -0.1 0.0 0.0 0.48
H -4.2307 -1.9756 0.9639 0.0 0.0 0.0 0.57
H -6.1812 -3.1909 1.8820 0.0 0.0 0.0 0.35
H -0.2459 -1.0477 3.6456 0.1 -0.1 0.1 0.37
H -1.8991 -1.1565 3.0476 -0.1 0.0 0.1 0.26
C 9.1311 2.6564 -5.4838 -0.1 0.0 -0.1 -1.05
C 7.6731 2.5860 -5.0858 0.0 -0.1 0.0 0.73
O 7.2088 3.2099 -4.1743 0.0 0.0 0.0 -0.53
S 6.7411 1.4361 -6.1051 0.1 0.0 0.0 -0.26
C 5.2773 1.2003 -5.1411 0.0 0.0 0.1 0.04
C 4.2445 2.1286 -5.1737 -0.1 0.0 0.0 -0.41
C 3.1328 1.9598 -4.3614 0.0 0.1 -0.1 -0.56
C 3.0313 0.8603 -3.5067 -0.1 -0.2 0.2 -0.27
C 4.0664 -0.0922 -3.5116 0.0 0.1 -0.1 -0.51
C 5.1802 0.0753 -4.3198 -0.2 0.1 0.0 -0.49
C 1.9071 0.6620 -2.6353 0.4 0.1 -0.1 -0.05
C 1.0357 0.3689 -1.8411 0.0 0.0 -0.2 0.60
H 9.4908 3.6801 -5.3930 0.0 0.0 0.0 0.30
H 9.2924 2.2797 -6.4946 0.0 0.0 0.0 0.35
H 9.6914 2.0292 -4.7881 0.0 0.0 0.0 0.26
H 4.3160 2.9848 -5.8345 0.0 0.0 0.1 0.40
H 2.3265 2.6831 -4.3816 0.0 0.0 0.0 0.53
H 3.9707 -0.9581 -2.8672 0.0 0.0 0.0 0.60
H 5.9768 -0.6598 -4.3220 0.0 0.0 0.0 0.42
C 1.9193 4.2337 0.5963 0.0 0.0 0.0 -1.35
C 1.5551 3.0294 0.0092 -0.1 0.0 -0.1 -0.22
N 0.3068 2.7635 -0.3690 0.1 0.3 0.1 0.46
C -0.6221 3.6851 -0.1585 0.1 -0.2 -0.2 -0.62
C -0.3738 4.9089 0.4544 0.0 0.4 -0.1 0.29
C 0.9397 5.1891 0.8112 0.0 0.0 0.1 -0.37
C -1.4568 5.8981 0.6436 0.3 -0.1 0.0 -0.62
C -2.6968 5.6477 1.0521 -0.3 -0.3 0.2 -0.61
C -3.2505 4.3458 1.5076 -0.2 0.2 0.0 0.49
C -2.4991 3.3586 2.1309 0.1 0.1 0.1 -0.17
C -3.1658 2.2262 2.5527 -0.4 -0.2 0.1 -0.29
N -4.4774 2.0451 2.3669 -0.1 0.3 -0.2 -0.68
C -5.1041 3.0496 1.7556 0.3 0.0 0.1 -0.27
N -4.5729 4.1973 1.3392 -0.1 -0.2 0.0 -0.68
H 2.9490 4.4157 0.8780 0.0 0.0 0.0 0.43
H 2.2844 2.2494 -0.1870 -0.1 0.0 0.0 0.54
H -1.6237 3.4375 -0.5042 0.1 0.0 0.0 0.57
H 1.1859 6.1419 1.2699 0.0 0.0 0.0 0.45
H -1.2063 6.9258 0.3908 0.0 0.0 0.0 0.38
H -3.4210 6.4553 1.0640 0.0 0.0 0.0 0.37
H -1.4315 3.4507 2.2883 -0.2 -0.1 0.0 0.64
H -2.6238 1.4355 3.0622 -0.4 0.3 0.0 0.79
H -6.1693 2.9260 1.5909 0.0 0.0 0.0 0.42
```
Positions in Å, forces in eV/Å.

Calculated values
2S+1: 1
Energy above the lowest of the compared OMol25 structures with the same formula, charge and spin, eV: 2.948
Total energy, Eh: -8330.84650
Largest force on an atom, eV/A: 3.6
HOMO level, eV: -4.22
Gap between HOMO and LUMO, eV: 6.43
Net charge: -1

---

2.
ORCA calculation (wB97M-V/def2-TZVPD) on a structure of composition C35H40N4P2Sn.

```
82
Properties=species:S:1:pos:R:3:forces:R:3:mulliken_charge:R:1
Sn 0.1073 0.5649 2.6224 0.1 -2.4 1.6 1.34
C -2.0920 1.9009 -6.0666 -0.3 0.2 0.2 -0.40
C -2.1746 0.6809 -5.5363 -0.3 0.1 0.0 -0.34
C -1.3737 -0.5297 -5.9103 0.4 -0.1 -0.1 -0.58
C 0.0118 -0.2758 -6.5528 -0.1 -0.6 -0.2 -0.92
C 0.9404 0.5938 -5.7556 0.2 0.4 0.2 -0.28
C 1.0195 1.9309 -5.7816 0.3 -0.5 -0.1 -0.50
C 0.2284 2.8673 -6.6508 -0.4 0.1 0.0 -0.55
C -1.1543 2.3715 -7.1405 0.1 0.4 -0.4 -0.91
C 2.0189 0.9831 3.6358 0.6 1.3 0.1 -1.32
H -2.8015 2.6822 -5.7568 0.2 -0.5 0.2 0.35
H -2.9560 0.4704 -4.7933 0.2 0.2 -0.3 0.74
H -1.9510 -1.1537 -6.6119 0.0 0.1 0.2 0.33
H -1.2382 -1.1401 -5.0036 0.0 0.0 -0.1 0.12
H 0.4987 -1.2614 -6.6439 -0.2 0.3 -0.1 0.43
H -0.1196 0.1057 -7.5701 0.2 -0.3 0.3 0.33
H 1.6415 0.0169 -5.1413 -0.1 0.4 0.1 0.42
H 1.7790 2.4397 -5.1785 -0.2 -0.3 -0.1 0.41
H 0.8132 3.1347 -7.5456 0.0 0.0 0.3 0.32
H 0.0917 3.8042 -6.0899 0.0 -0.2 -0.2 0.35
H -1.6386 3.2348 -7.6264 0.2 -0.3 0.0 0.40
H -1.0182 1.6112 -7.9162 -0.2 0.4 0.2 0.32
H 1.8600 1.7440 4.4042 -0.2 -0.2 -0.1 0.49
H 2.7760 1.3499 2.9434 -0.2 0.0 -0.1 0.54
H 2.3477 0.0427 4.0932 -0.7 -0.1 -0.2 0.38
P 1.6246 -0.4858 0.6512 3.6 0.2 -1.7 0.33
P -1.4673 -0.7394 0.6084 -4.4 0.5 -2.0 -0.35
N 2.6259 0.8318 0.0536 -0.6 -0.6 0.5 0.56
N 2.7981 -1.7178 0.9774 -0.6 0.5 0.3 0.56
N -2.2116 0.4807 -0.4049 1.1 0.2 0.8 0.38
N -2.8907 -1.6833 0.9316 1.1 0.2 0.9 0.50
C 0.8564 -1.0459 -0.8947 -0.7 -0.2 -0.2 -1.29
C -0.5497 -1.6501 -0.6692 0.9 -0.5 0.4 -0.86
C 2.4795 2.1712 0.4293 0.4 0.2 -0.3 -0.41
C 3.3913 2.9309 -0.2706 -0.6 -0.5 0.3 -0.77
C 4.1227 2.0498 -1.1315 -0.9 -1.0 0.6 -0.76
C 3.6268 0.7686 -0.9247 0.2 0.9 0.0 -0.41
C 3.6986 -1.6642 2.0556 0.0 -0.8 0.0 -0.62
C 4.3500 -2.8777 2.1421 -0.6 0.9 -0.2 -0.75
C 3.8588 -3.7131 1.0895 -0.8 0.9 -0.3 -0.68
C 2.9083 -2.9882 0.3962 0.4 -0.6 0.5 -0.28
C -2.4026 1.7878 0.0616 0.1 0.2 -1.0 -0.43
C -2.7786 2.5902 -1.0060 0.2 -0.9 0.3 -1.14
C -2.8254 1.7589 -2.1765 0.2 -0.8 1.2 -0.29
C -2.4829 0.4736 -1.7749 0.0 0.9 -0.3 -0.37
C -3.9522 -2.0770 0.1013 -0.5 -0.6 0.4 -0.26
C -4.7494 -2.9739 0.8028 1.5 0.9 0.0 -0.59
C -4.1506 -3.1560 2.0981 0.7 0.7 -0.4 -0.59
C -3.0298 -2.3508 2.1605 -0.7 -0.6 -0.3 -0.32
H 1.4995 -1.7768 -1.4031 -0.1 0.4 0.1 0.66
H 0.7884 -0.1555 -1.5410 0.0 -0.2 0.3 0.46
H -1.0986 -1.6717 -1.6178 -0.1 0.1 0.4 0.54
H -0.4910 -2.6852 -0.3121 0.1 0.1 0.0 0.49
H 1.7205 2.4368 1.1543 0.2 0.2 -0.1 0.38
H 3.5119 4.0030 -0.1803 0.0 -0.2 0.0 0.47
H 4.9077 2.3418 -1.8123 -0.1 -0.2 0.0 0.49
H 3.8865 -0.1662 -1.3946 0.1 0.0 0.1 0.52
H 3.7585 -0.7688 2.6549 0.2 -0.2 -0.1 0.59
H 5.0903 -3.1414 2.8803 0.0 0.1 -0.1 0.46
H 4.1672 -4.7238 0.8779 0.0 0.0 -0.1 0.46
H 2.2931 -3.2640 -0.4455 0.2 -0.1 0.1 0.41
H -2.2299 2.0044 1.1048 -0.3 0.1 0.1 0.58
H -3.0149 3.6421 -0.9683 0.1 -0.1 0.1 0.47
H -3.0906 2.0618 -3.1800 0.1 -0.1 0.2 0.41
H -2.4125 -0.4330 -2.3566 -0.1 0.2 0.0 0.55
H -4.0546 -1.6852 -0.8976 0.0 0.0 0.1 0.41
H -5.6506 -3.4469 0.4492 0.0 0.1 -0.1 0.46
H -4.5026 -3.8109 2.8781 0.0 0.1 0.0 0.46
H -2.3108 -2.1601 2.9423 -0.1 -0.1 0.1 0.21
C -0.6688 -0.5273 4.2958 0.2 0.9 -0.1 -1.23
C -0.6375 -0.3914 5.5351 -0.1 -0.1 -1.6 0.87
C -0.4874 -0.2972 6.9347 0.0 0.1 0.6 0.56
C -1.4232 0.3925 7.7378 0.4 -0.1 0.2 -0.51
C -1.1513 0.5833 9.0964 0.1 -0.2 -0.3 -0.49
C 0.0412 0.1002 9.6610 -0.1 0.1 -0.4 -0.37
C 0.9845 -0.5436 8.8442 -0.3 -0.2 -0.1 -0.54
C 0.7045 -0.7899 7.5051 0.0 0.4 0.1 -0.42
H -2.3161 0.7980 7.2704 0.1 -0.1 0.2 0.43
H -1.8617 1.1333 9.7118 0.1 -0.2 -0.1 0.39
H 0.2421 0.2397 10.7317 -0.1 0.0 -0.6 0.40
H 1.9407 -0.8602 9.2465 -0.2 -0.1 0.1 0.40
H 1.3990 -1.3268 6.8641 0.0 0.1 0.2 0.43
```
Positions in Å, forces in eV/Å.

Calculated values
2S+1: 1
Energy above the lowest of the compared OMol25 structures with the same formula, charge and spin, eV: 0.000
Total energy, Eh: -2472.91133
Largest force on an atom, eV/A: 4.9
HOMO level (spin up / spin down), eV: -12.68 / -12.68
Gap between HOMO and LUMO (spin up / spin down), eV: 2.76 / 2.69
Net charge: +2